(1)
{
  "formula": "C28H56Cl2F3InN8O11S2",
  "method": "ωB97M-V/def2-TZVPD",
  "elements": ["In", "N", "S", "O", "O", "F", "S", "O", "O", "F", "C", "C", "O", "N", "C", "H", "H", "H", "H", "H", "H", "H", "C", "C", "O", "N", "C", "H", "H", "H", "H", "H", "H", "H", "C", "C", "O", "N", "C", "H", "H", "H", "H", "H", "H", "H", "C", "C", "O", "N", "C", "H", "H", "H", "H", "H", "H", "H", "C", "C", "O", "N", "C", "H", "H", "H", "H", "H", "H", "H", "C", "C", "O", "N", "C", "H", "H", "H", "H", "H", "H", "H", "C", "C", "O", "N", "C", "H", "H", "H", "H", "H", "H", "H", "C", "Cl", "Cl", "H", "H", "F", "C", "C", "C", "C", "C", "C", "H", "H", "H", "H", "H"],
  "coordinates": [[-0.907, 5.977, 0.499], [0.567, 0.111, 0.475], [0.073, -1.188, -0.092], [-0.602, -2.043, 0.863], [0.632, -1.858, -1.236], [-1.259, -0.549, -0.733], [1.908, -0.693, 1.041], [2.853, -1.088, 0.008], [1.876, -1.545, 2.220], [2.618, 0.606, 1.703], [1.625, 3.091, 8.714], [1.954, 4.197, 7.616], [1.386, 4.160, 6.518], [2.624, 5.264, 7.989], [2.892, 6.420, 7.197], [0.732, 2.524, 8.453], [1.506, 3.425, 9.744], [2.427, 2.370, 8.555], [3.166, 5.265, 8.841], [3.503, 7.242, 7.570], [1.888, 6.721, 6.897], [3.453, 6.138, 6.307], [-1.896, -1.982, -12.746], [-1.508, -2.159, -11.280], [-0.368, -1.803, -10.960], [-2.290, -2.747, -10.434], [-1.968, -2.767, -8.983], [-1.115, -2.458, -13.339], [-1.894, -0.908, -12.935], [-2.894, -2.328, -13.014], [-3.220, -3.053, -10.683], [-1.141, -2.124, -8.680], [-1.557, -3.737, -8.702], [-2.910, -2.585, -8.466], [0.210, 3.293, -7.463], [1.307, 3.105, -6.432], [1.230, 3.541, -5.295], [2.281, 2.376, -6.900], [3.435, 1.913, -6.118], [0.417, 4.168, -8.079], [-0.741, 3.178, -6.942], [0.085, 2.391, -8.062], [2.062, 1.854, -7.736], [3.488, 0.828, -6.036], [3.522, 2.422, -5.158], [4.278, 2.365, -6.640], [-8.199, 3.513, -4.493], [-7.707, 4.683, -3.643], [-6.555, 4.703, -3.206], [-8.630, 5.584, -3.294], [-9.891, 5.922, -3.902], [-9.283, 3.421, -4.563], [-7.786, 2.561, -4.159], [-7.828, 3.520, -5.518], [-8.302, 6.321, -2.686], [-9.740, 6.597, -4.744], [-10.252, 6.589, -3.119], [-10.572, 5.140, -4.237], [-4.529, -7.866, 8.811], [-3.516, -7.206, 7.942], [-2.922, -7.844, 7.066], [-3.269, -5.895, 8.153], [-2.417, -5.056, 7.313], [-4.240, -7.830, 9.862], [-4.628, -8.927, 8.580], [-5.438, -7.268, 8.748], [-3.477, -5.552, 9.080], [-1.921, -5.623, 6.526], [-1.643, -4.654, 7.968], [-3.050, -4.285, 6.876], [-6.265, 1.321, 5.538], [-6.624, 1.613, 4.145], [-6.092, 2.545, 3.497], [-7.526, 0.794, 3.620], [-7.999, 0.678, 2.220], [-6.380, 0.374, 6.065], [-6.661, 2.062, 6.234], [-5.181, 1.416, 5.601], [-8.160, 0.287, 4.221], [-7.284, 0.119, 1.616], [-7.911, 1.696, 1.840], [-9.030, 0.333, 2.137], [6.451, 7.518, -2.176], [6.446, 6.758, -0.838], [5.470, 6.604, -0.205], [7.624, 6.306, -0.374], [7.981, 5.797, 0.987], [7.405, 7.471, -2.701], [6.232, 8.575, -2.021], [5.715, 7.011, -2.801], [8.408, 6.590, -0.944], [8.941, 6.267, 1.198], [8.019, 4.712, 1.087], [7.336, 6.199, 1.768], [1.413, -8.266, -0.473], [2.542, -8.145, -1.884], [0.838, -9.974, -0.302], [1.832, -7.904, 0.465], [0.565, -7.615, -0.686], [8.672, -8.205, -0.395], [8.629, -7.822, 0.868], [9.048, -8.756, 1.862], [9.057, -8.267, 3.137], [8.684, -6.998, 3.458], [8.182, -6.126, 2.494], [8.162, -6.562, 1.177], [9.417, -9.765, 1.751], [9.664, -8.833, 3.828], [8.792, -6.633, 4.469], [7.866, -5.117, 2.715], [7.791, -5.943, 0.374]],
  "mulliken_charge": [1.00, -0.15, 1.13, -0.46, -0.47, -0.30, 1.13, -0.49, -0.50, -0.27, -0.99, 0.65, -0.62, -0.18, -0.78, 0.30, 0.33, 0.28, 0.23, 0.33, 0.25, 0.27, -0.93, 0.70, -0.59, -0.18, -0.83, 0.27, 0.28, 0.32, 0.25, 0.30, 0.29, 0.31, -1.02, 0.74, -0.62, -0.17, -0.86, 0.27, 0.32, 0.32, 0.24, 0.29, 0.33, 0.32, -0.89, 0.61, -0.65, -0.20, -0.75, 0.28, 0.29, 0.25, 0.24, 0.30, 0.30, 0.26, -1.12, 0.79, -0.55, -0.18, -0.81, 0.34, 0.30, 0.32, 0.27, 0.32, 0.32, 0.27, -1.00, 0.68, -0.64, -0.20, -0.81, 0.34, 0.28, 0.28, 0.28, 0.26, 0.31, 0.32, -0.92, 0.65, -0.59, -0.22, -0.84, 0.32, 0.26, 0.25, 0.25, 0.34, 0.25, 0.30, -0.22, -0.15, -0.14, 0.27, 0.24, -0.23, 0.56, -0.40, -0.32, -0.33, -0.30, -0.37, 0.40, 0.32, 0.38, 0.39, 0.42],
  "total_charge": 2,
  "multiplicity": 1
}

---

(2)
{
  "formula": "C28H56Cl3IO12PS4",
  "method": "ωB97M-V/def2-TZVPD",
  "elements": ["C", "C", "C", "P", "C", "S", "C", "C", "C", "C", "C", "I", "O", "C", "Cl", "C", "Cl", "C", "C", "Cl", "C", "O", "C", "C", "C", "C", "C", "O", "H", "H", "H", "H", "H", "H", "H", "H", "H", "H", "H", "H", "H", "H", "H", "H", "H", "H", "H", "H", "H", "H", "H", "H", "H", "H", "H", "H", "H", "H", "H", "H", "O", "S", "O", "O", "C", "C", "C", "H", "H", "H", "H", "H", "H", "H", "H", "O", "S", "O", "O", "C", "C", "C", "H", "H", "H", "H", "H", "H", "H", "H", "O", "S", "O", "O", "C", "C", "C", "H", "H", "H", "H", "H", "H", "H", "H"],
  "coordinates": [[7.290, -0.896, 2.741], [6.162, -0.460, 2.781], [4.817, 0.087, 2.660], [3.808, -0.441, 1.111], [4.199, -2.305, 1.248], [3.335, -3.281, 2.505], [4.243, -3.105, 4.059], [3.546, -4.064, 5.062], [5.186, -0.209, -0.216], [5.422, 1.237, -0.646], [6.055, 1.193, -2.057], [6.824, 2.310, 0.587], [2.383, -0.462, 2.223], [1.187, -0.270, 1.674], [0.165, -1.752, 2.250], [0.306, 0.941, 2.183], [-1.370, 0.637, 2.627], [0.680, 2.209, 2.286], [-0.267, 3.287, 2.735], [2.285, 2.703, 1.903], [1.357, -0.452, 0.048], [0.839, -1.763, -0.240], [0.653, 0.580, -0.866], [1.664, 1.362, -1.731], [-0.392, -0.036, -1.818], [-1.772, -0.143, -1.123], [-2.535, 1.169, -1.434], [2.694, -0.620, -0.277], [8.271, -1.262, 2.661], [4.899, 1.170, 2.703], [4.246, -0.191, 3.543], [3.528, 0.942, 0.931], [5.274, -2.470, 1.262], [3.852, -2.719, 0.302], [4.146, -2.107, 4.475], [5.277, -3.424, 3.975], [3.146, -3.529, 5.919], [4.193, -4.881, 5.369], [2.682, -4.528, 4.582], [6.119, -0.731, 0.006], [4.790, -0.685, -1.117], [4.485, 1.762, -0.775], [6.776, 0.384, -2.145], [5.274, 1.035, -2.802], [6.557, 2.129, -2.303], [-1.263, 3.122, 2.347], [-0.309, 3.364, 3.817], [0.089, 4.216, 2.292], [1.312, -2.012, -1.040], [0.121, 1.354, -0.311], [2.338, 0.708, -2.277], [2.194, 2.077, -1.101], [1.135, 1.963, -2.473], [-0.520, 0.685, -2.623], [-0.068, -0.957, -2.296], [-1.684, -0.165, -0.040], [-2.361, -1.001, -1.457], [-3.219, 1.448, -0.634], [-1.816, 1.973, -1.585], [-3.093, 1.097, -2.368], [-3.094, -3.540, -0.801], [-3.011, -4.158, -2.083], [-3.856, -3.750, -3.164], [-3.140, -5.742, -1.903], [-4.300, -6.246, -1.223], [-5.553, -6.171, -2.075], [-1.341, -4.122, -2.635], [-4.434, -5.722, -0.275], [-4.080, -7.287, -0.989], [-5.833, -5.138, -2.276], [-6.389, -6.653, -1.566], [-5.392, -6.657, -3.038], [-0.695, -4.463, -1.830], [-1.112, -3.090, -2.894], [-1.247, -4.758, -3.512], [-0.844, -1.311, -7.197], [-1.441, -0.094, -6.741], [-1.552, 0.195, -5.348], [-2.876, 0.062, -7.418], [-3.812, -1.018, -7.233], [-4.373, -1.051, -5.827], [-0.667, 1.272, -7.538], [-3.341, -1.969, -7.493], [-4.614, -0.849, -7.950], [-3.596, -1.279, -5.100], [-5.145, -1.816, -5.741], [-4.797, -0.084, -5.557], [-0.608, 1.074, -8.605], [0.330, 1.369, -7.114], [-1.247, 2.169, -7.337], [-4.121, 6.817, 4.065], [-3.108, 6.464, 5.010], [-2.023, 5.615, 4.643], [-3.803, 5.879, 6.317], [-4.694, 4.756, 6.159], [-3.955, 3.460, 5.885], [-2.455, 7.928, 5.739], [-5.425, 4.969, 5.377], [-5.240, 4.676, 7.098], [-3.446, 3.488, 4.922], [-4.651, 2.622, 5.872], [-3.196, 3.283, 6.647], [-3.276, 8.567, 6.051], [-1.855, 8.426, 4.980], [-1.831, 7.650, 6.585]],
  "mulliken_charge": [-0.56, -0.16, -0.86, 2.80, -1.31, -0.17, -0.08, -1.13, -1.72, 0.35, -1.40, -0.01, -0.70, 0.59, -0.25, -0.42, -0.21, 0.83, -1.61, -0.20, 0.05, -0.50, 1.40, -1.76, -1.76, 0.77, -1.42, -0.89, 0.39, 0.40, 0.47, -0.83, 0.58, 0.34, 0.12, 0.32, 0.31, 0.29, 0.31, 0.75, 0.38, 0.05, 0.34, 0.32, 0.48, 0.39, 0.32, 0.43, 0.51, -0.03, 0.26, 0.23, 0.56, 0.49, 0.44, -0.20, -0.13, 0.37, 0.34, 0.28, -0.63, 1.20, -0.64, -0.26, -0.33, -0.99, -0.73, 0.32, 0.28, 0.29, 0.39, 0.25, 0.34, 0.10, 0.42, -0.69, 1.18, -0.45, -0.28, -0.39, -0.83, -1.04, 0.33, 0.27, 0.16, 0.39, 0.28, 0.36, 0.37, 0.31, -0.66, 1.17, -0.49, -0.27, -0.34, -0.91, -0.99, 0.32, 0.26, 0.23, 0.38, 0.27, 0.34, 0.37, 0.31],
  "total_charge": -1,
  "multiplicity": 1
}

---

Number 1: HOMO-LUMO gap 1.01 eV, DFT total energy -124403.324 eV, maximum force 11.95 eV/Å. Number 2: HOMO-LUMO gap 6.18 eV, DFT total energy -152808.716 eV, maximum force 2.30 eV/Å.